Entry 1:
# C13H27Br12NO2

C13H27Br12NO2 as an isolated structure at a distorted geometry (ωB97M-V/def2-TZVPD, the Open Molecules 2025 dataset).

F_max: 0.205 hartree/bohr
energy relative to the best compared isomer or geometry (same formula, charge and spin): 1926.3 kJ/mol
DFT total energy: -859991.0420 eV
charge: 0
Kohn-Sham gap: 0.236 hartree
E_LUMO: -0.73 eV

Element x y z (Å)
Br -3.660 1.128 -3.188
C -1.836 1.428 -2.468
C -1.955 2.165 -1.109
Br -0.094 2.434 -0.415
H -1.366 1.951 -3.302
H -1.260 0.504 -2.415
H -2.600 1.575 -0.458
H -2.341 3.166 -1.301
Br 0.573 -0.142 4.699
C 0.779 -1.934 3.939
C 2.205 -2.036 3.289
Br 2.648 -3.807 2.715
H -0.059 -2.080 3.257
H 0.742 -2.710 4.704
H 3.014 -1.701 3.938
H 2.225 -1.353 2.440
Br -4.173 -2.616 -2.623
C -3.015 -1.108 -2.308
C -1.914 -1.416 -1.232
Br -2.686 -1.463 0.575
H -3.697 -0.425 -1.802
H -2.735 -0.636 -3.250
H -1.252 -0.553 -1.163
H -1.336 -2.332 -1.359
Br 1.118 -0.068 -1.284
C 1.838 -0.619 -3.015
C 0.743 -1.582 -3.606
Br -0.923 -0.484 -4.246
H 2.771 -1.148 -2.818
H 1.970 0.286 -3.607
H 0.477 -2.330 -2.858
H 1.099 -2.167 -4.454
Br 1.342 2.547 1.481
C 1.365 4.504 1.048
C 0.039 5.164 1.506
Br 0.122 7.227 1.385
H 1.576 4.710 -0.001
H 2.226 4.848 1.621
H -0.259 5.024 2.545
H -0.774 4.815 0.869
Br -2.056 0.038 2.342
C -0.258 0.772 1.842
C 0.383 -0.237 0.934
Br 2.333 0.183 0.939
H 0.320 0.815 2.766
H -0.341 1.724 1.319
H -0.049 -0.326 -0.063
H 0.337 -1.227 1.387
C 1.823 -2.860 0.142
N 0.470 -3.008 0.741
O 0.323 -3.552 1.805
O -0.536 -2.518 0.181
H 1.788 -3.520 -0.724
H 2.567 -3.219 0.854
H 1.958 -1.832 -0.193


Entry 2:
# C38H50BClF2N2O2Pt

C38H50BClF2N2O2Pt as an isolated structure at a distorted geometry (ωB97M-V/def2-TZVPD, the Open Molecules 2025 dataset).

F_max: 0.025 hartree/bohr
energy relative to the best compared isomer or geometry (same formula, charge and spin): 183.0 kJ/mol
DFT total energy: -69173.4280 eV
charge: 0
Kohn-Sham gap: 0.214 hartree
E_LUMO: -1.71 eV

Element x y z (Å)
Pt 0.260 1.121 1.159
C -0.341 -2.454 -3.695
C 0.069 -1.515 -2.557
C 1.303 -0.705 -2.944
C 0.275 -2.299 -1.274
C 1.289 -3.251 -1.218
C 1.450 -4.051 -0.101
C 0.556 -3.937 0.950
C -0.473 -2.996 0.944
C -1.454 -3.043 2.108
C -1.161 -1.985 3.166
C -2.932 -3.004 1.711
C -0.564 -2.132 -0.160
N -1.526 -1.077 -0.210
B -1.337 0.324 0.153
N -2.520 0.948 -0.417
C -3.260 -0.001 -1.115
C -2.673 -1.204 -0.998
C -2.852 2.336 -0.508
C -3.867 2.891 0.287
C -4.147 4.246 0.126
C -3.465 5.031 -0.786
C -2.482 4.463 -1.572
C -2.162 3.115 -1.450
C -1.103 2.534 -2.368
C 0.204 3.324 -2.285
C -1.613 2.469 -3.809
C -4.710 2.138 1.308
C -3.893 1.509 2.434
C -5.674 1.112 0.699
H -0.598 -1.880 -4.588
H -1.208 -3.055 -3.416
H 0.469 -3.138 -3.955
H -0.748 -0.811 -2.406
H 2.160 -1.353 -3.147
H 1.575 -0.016 -2.145
H 1.107 -0.120 -3.846
H 1.951 -3.374 -2.068
H 2.244 -4.787 -0.063
H 0.639 -4.608 1.798
H -1.284 -4.020 2.572
H -1.224 -0.997 2.719
H -0.164 -2.103 3.592
H -1.887 -2.055 3.979
H -3.256 -1.995 1.460
H -3.537 -3.351 2.550
H -3.137 -3.652 0.857
H -4.144 0.264 -1.670
H -2.975 -2.150 -1.418
H -4.925 4.691 0.735
H -3.701 6.083 -0.881
H -1.952 5.075 -2.293
H -0.893 1.513 -2.047
H 0.093 4.324 -2.710
H 0.991 2.814 -2.846
H 0.528 3.434 -1.249
H -1.841 3.468 -4.187
H -2.521 1.868 -3.877
H -0.859 2.024 -4.464
H -5.335 2.908 1.770
H -3.266 0.698 2.059
H -4.561 1.103 3.198
H -3.252 2.257 2.901
H -5.172 0.169 0.490
H -6.118 1.481 -0.227
H -6.484 0.907 1.401
F 0.420 1.569 3.825
C -0.514 1.729 2.845
F -0.782 3.059 2.774
H -1.414 1.205 3.155
Cl 2.618 -2.065 3.271
C 2.661 -1.173 1.847
H 1.884 -0.405 1.802
H 2.931 -1.726 0.960
C 5.712 -2.905 -0.970
C 5.158 -1.733 -0.217
C 5.369 -1.583 1.129
C 4.810 -0.498 1.841
C 5.199 -0.259 3.269
C 3.995 0.437 1.151
C 3.851 0.331 -0.263
C 3.144 1.407 -1.032
C 4.409 -0.746 -0.902
C 3.475 1.710 1.847
O 4.329 2.400 2.386
O 2.235 1.927 1.731
H 6.460 -3.436 -0.384
H 6.167 -2.585 -1.908
H 4.913 -3.608 -1.218
H 5.988 -2.295 1.661
H 5.802 -1.081 3.649
H 4.339 -0.118 3.918
H 5.763 0.673 3.325
H 3.457 2.396 -0.694
H 2.064 1.366 -0.879
H 3.346 1.313 -2.098
H 4.298 -0.831 -1.977


Entry 3:
# C3H7Br

A 2-piece molecular cluster, C3H7Br overall at a distorted geometry (ωB97M-V/def2-TZVPD, the Open Molecules 2025 dataset).

F_max: 0.092 hartree/bohr
energy relative to the best compared isomer or geometry (same formula, charge and spin): 377.9 kJ/mol
DFT total energy: -73262.4594 eV
charge: 0
Kohn-Sham gap (alpha / beta): 0.358 / 0.283 hartree
E_LUMO (alpha / beta): 0.17 / -0.34 eV

Element x y z (Å)
C 0.364 1.282 -0.182
C 0.119 -1.309 -0.275
C -0.385 -0.003 0.101
Br -2.348 0.067 0.117
H 0.649 1.108 -1.149
H -0.330 2.203 -0.111
H 1.133 1.466 0.469
H -0.162 -2.191 0.305
H 1.320 -1.196 -0.345
H -0.298 -1.549 -1.250
H -0.061 0.122 2.319


Entry 4:
# C20H19Cl2N3O4S

One molecule with the formula C20H19Cl2N3O4S at a distorted geometry (ωB97M-V/def2-TZVPD, the Open Molecules 2025 dataset).

structure (SMILES): Cc1ccc2c(Cl)cc(Cl)c(OCC(=O)Nc3cccc(S(=O)(=O)N(C)C)c3)c2n1
F_max: 0.021 hartree/bohr
DFT total energy: -69589.1897 eV
charge: 0
Kohn-Sham gap: 0.308 hartree
E_LUMO: -0.11 eV

Element x y z (Å)
C 0.956 0.459 2.920
C -0.205 0.816 2.059
C -0.474 2.173 1.764
C -1.566 2.488 1.012
C -2.411 1.462 0.532
C -3.565 1.699 -0.240
Cl -4.032 3.316 -0.624
C -4.331 0.660 -0.699
C -3.958 -0.652 -0.401
Cl -4.917 -1.948 -1.012
C -2.842 -0.954 0.363
O -2.599 -2.282 0.537
C -1.541 -2.740 1.348
C -0.150 -2.317 0.873
O 0.827 -2.422 1.578
N -0.128 -1.952 -0.446
C 0.852 -1.211 -1.094
C 0.770 -1.025 -2.474
C 1.710 -0.254 -3.136
C 2.737 0.356 -2.432
C 2.798 0.178 -1.064
S 4.098 0.959 -0.103
O 3.544 1.369 1.157
O 4.741 1.946 -0.917
N 5.215 -0.240 0.206
C 4.812 -1.241 1.162
C 5.874 -0.736 -0.975
C 1.886 -0.602 -0.388
C -2.048 0.121 0.851
N -0.962 -0.149 1.602
H 1.868 0.890 2.503
H 1.053 -0.620 2.996
H 0.817 0.880 3.915
H 0.193 2.933 2.139
H -1.804 3.513 0.773
H -5.214 0.838 -1.290
H -1.654 -2.418 2.387
H -1.616 -3.832 1.307
H -0.976 -2.117 -0.974
H -0.039 -1.481 -3.026
H 1.635 -0.121 -4.204
H 3.471 0.981 -2.915
H 4.166 -2.008 0.719
H 5.702 -1.719 1.573
H 4.278 -0.734 1.961
H 6.081 0.119 -1.614
H 5.257 -1.463 -1.521
H 6.814 -1.210 -0.692
H 1.960 -0.714 0.678


Entry 5:
# C6H10

One molecule with the formula C6H10 (ωB97M-V/def2-TZVPD, the Open Molecules 2025 dataset).

structure (SMILES): CC[C@]12C[C@H]1C2
F_max: 0.005 hartree/bohr
energy relative to the best compared isomer or geometry (same formula, charge and spin): 170.9 kJ/mol
DFT total energy: -6382.0880 eV
charge: 0
Kohn-Sham gap: 0.373 hartree
E_LUMO: 1.18 eV

Element x y z (Å)
C -1.315 0.711 1.271
C -1.260 -0.189 0.037
C 0.110 -0.234 -0.576
C 1.062 0.870 -0.903
C 1.465 -0.235 0.017
C 1.025 -1.390 -0.821
H -2.261 0.597 1.808
H -1.205 1.767 1.003
H -0.497 0.452 1.953
H -1.992 0.146 -0.709
H -1.550 -1.211 0.311
H 1.511 0.936 -1.898
H 0.852 1.837 -0.444
H 1.804 -0.200 1.044
H 1.477 -1.550 -1.804
H 0.774 -2.308 -0.288


Entry 6:
# C5H29NO10

A 10-piece molecular cluster, C5H29NO10 overall at a distorted geometry (ωB97M-V/def2-TZVPD, the Open Molecules 2025 dataset).

structure (SMILES): C=CCCNCO.O.O.O.O.O.O.O.O.O
F_max: 0.124 hartree/bohr
energy relative to the best compared isomer or geometry (same formula, charge and spin): 625.1 kJ/mol
DFT total energy: -27617.1597 eV
charge: 0
Kohn-Sham gap: 0.350 hartree
E_LUMO: 0.32 eV

Element x y z (Å)
C -1.372 1.814 -2.319
C -0.773 0.708 -1.785
C 0.585 0.760 -1.295
C 0.744 0.133 0.090
N 0.272 -1.292 0.014
C 0.818 -2.051 1.140
O 2.129 -2.480 0.478
H -2.413 1.809 -2.586
H -1.052 2.913 -2.225
H -1.049 -0.282 -1.855
H 1.028 1.740 -1.419
H 1.376 0.171 -1.951
H 0.141 0.621 0.826
H 1.855 0.327 0.372
H -0.755 -1.249 -0.057
H 1.118 -1.515 1.963
H 0.271 -2.837 1.591
H 2.358 -3.232 0.860
O -1.999 -2.619 2.522
H -1.821 -2.287 3.376
H -2.479 -1.943 1.992
O -0.417 1.116 3.433
H 0.487 1.387 3.530
H -0.914 1.968 3.532
O -3.396 -1.428 -0.226
H -4.277 -1.035 -0.522
H -3.018 -2.173 -0.629
O 3.751 1.502 -1.049
H 3.836 0.624 -0.626
H 3.170 1.397 -1.761
O 0.698 3.141 1.797
H 1.084 3.527 1.092
H 0.438 3.902 2.338
O -3.578 0.386 2.059
H -2.947 0.291 1.282
H -3.404 1.181 2.482
O -1.360 -2.302 -2.361
H -0.426 -2.038 -2.126
H -1.470 -3.339 -2.189
O 1.475 -2.717 -2.580
H 1.522 -2.523 -1.539
H 2.291 -2.962 -3.029
O 2.305 3.694 -0.548
H 3.167 3.264 -0.597
H 2.002 3.927 -1.492


Entry 7:
# C15H40FeO19PS5

C15H40FeO19PS5 as an isolated structure at a distorted geometry (ωB97M-V/def2-TZVPD, the Open Molecules 2025 dataset).

F_max: 0.152 hartree/bohr
DFT total energy: -152952.3332 eV
spin multiplicity: 6
charge: 0
Kohn-Sham gap (alpha / beta): 0.283 / 0.271 hartree
E_LUMO (alpha / beta): 0.29 / 0.29 eV

Element x y z (Å)
Fe 1.385 -0.120 -0.168
P 3.583 -0.961 -0.040
O 2.410 -1.447 0.780
O 3.146 0.458 0.319
O 2.689 -0.932 -1.276
O 4.964 -1.479 0.215
O -0.204 -0.049 3.808
S 0.838 0.733 3.065
O 0.946 0.714 1.613
O 0.841 2.340 3.459
C 1.110 2.749 4.802
C 0.127 3.886 5.231
C 2.538 0.340 3.870
H 2.141 3.094 4.893
H 0.929 1.932 5.500
H 0.407 4.922 5.040
H -0.051 4.030 6.297
H -0.741 3.662 4.611
H 3.252 0.995 3.372
H 2.681 -0.691 3.545
H 2.584 0.493 4.949
O -0.247 -1.388 0.697
S -0.994 -2.420 1.465
O -2.277 -2.134 2.182
O -1.179 -3.719 0.438
C -2.307 -4.585 0.588
C -2.411 -5.703 -0.552
C 0.002 -3.178 2.816
H -3.252 -4.043 0.559
H -2.129 -5.070 1.548
H -3.192 -6.444 -0.383
H -1.525 -6.276 -0.823
H -2.771 -5.172 -1.434
H -0.073 -4.262 2.730
H -0.418 -2.792 3.745
H 1.003 -2.756 2.902
O 0.221 -0.670 -1.868
S 0.017 -1.612 -3.077
O -0.647 -2.885 -2.842
O -0.759 -0.746 -4.246
C -2.177 -0.949 -4.471
C -2.702 0.268 -5.305
C 1.721 -1.950 -3.894
H -2.618 -0.923 -3.475
H -2.557 -1.891 -4.866
H -3.714 0.181 -5.699
H -2.045 0.557 -6.126
H -2.600 1.224 -4.792
H 1.419 -2.467 -4.805
H 2.496 -2.358 -3.246
H 2.143 -1.014 -4.259
O -0.736 1.029 -0.048
S -2.190 1.156 -0.127
O -2.836 2.382 -0.632
O -2.690 -0.120 -0.974
C -4.085 -0.384 -1.144
C -4.554 -1.855 -1.117
C -2.837 0.798 1.602
H -4.352 0.156 -2.053
H -4.746 0.134 -0.449
H -3.811 -2.319 -1.766
H -5.559 -2.150 -1.420
H -4.452 -2.160 -0.076
H -3.201 1.725 2.047
H -2.060 0.460 2.287
H -3.712 0.147 1.584
O 1.447 1.679 -1.283
S 2.089 2.749 -2.084
O 1.240 3.342 -3.136
O 2.484 3.974 -0.980
C 3.285 3.628 0.110
C 3.876 4.951 0.553
C 3.798 2.408 -2.713
H 4.149 3.022 -0.165
H 2.695 3.096 0.856
H 3.252 5.528 1.235
H 4.322 5.487 -0.286
H 4.796 4.652 1.055
H 4.397 3.307 -2.567
H 3.798 1.985 -3.717
H 4.189 1.701 -1.981


Entry 8:
# C21H32IN3S2SiTeV

C21H32IN3S2SiTeV as an isolated structure (ωB97M-V/def2-TZVPD, the Open Molecules 2025 dataset).

F_max: 0.019 hartree/bohr
energy relative to the best compared isomer or geometry (same formula, charge and spin): 0.0 kJ/mol
DFT total energy: -97401.2720 eV
spin multiplicity: 4
charge: -2
Kohn-Sham gap (alpha / beta): 0.143 / 0.156 hartree
E_LUMO (alpha / beta): 4.50 / 4.50 eV

Element x y z (Å)
V -0.462 0.189 -0.840
C 1.165 3.565 1.345
C 1.919 2.321 0.967
C 2.193 1.339 1.912
C 2.841 0.160 1.566
C 3.082 -0.912 2.595
C 3.207 -0.036 0.240
C 2.932 0.918 -0.733
C 3.272 0.659 -2.177
C 2.300 2.099 -0.354
H 1.852 4.368 1.636
H 0.482 3.353 2.167
H 0.556 3.909 0.509
H 1.818 1.461 2.922
H 4.060 -0.790 3.073
H 3.052 -1.901 2.135
H 2.315 -0.881 3.369
H 3.643 -0.986 -0.057
H 4.332 0.849 -2.376
H 2.677 1.294 -2.834
H 3.063 -0.381 -2.437
H 2.033 2.824 -1.115
C 0.203 -6.305 -0.996
Si -0.986 -5.229 -0.006
C -2.499 -6.292 0.394
C -0.214 -4.782 1.631
C -1.571 -3.797 -1.065
C -2.681 -3.940 -1.887
C -3.200 -2.871 -2.615
C -2.600 -1.636 -2.451
N -1.526 -1.471 -1.692
C -0.963 -2.518 -1.043
S 0.526 -2.110 -0.271
H 0.388 -7.259 -0.494
H 1.158 -5.789 -1.118
H -0.195 -6.513 -1.992
H -2.179 -7.220 0.874
H -3.088 -6.559 -0.486
H -3.154 -5.761 1.088
H -0.184 -5.673 2.269
H -0.781 -4.003 2.147
H 0.796 -4.398 1.504
H -3.173 -4.906 -1.962
H -4.064 -2.984 -3.254
H -2.979 -0.738 -2.926
S -0.510 -1.486 4.010
C -1.787 -0.751 4.731
N -1.678 0.445 5.420
C -2.616 1.517 5.031
C -4.030 0.969 5.094
C -4.106 -0.246 4.186
N -3.083 -1.220 4.613
H -0.716 0.746 5.339
H -2.396 1.854 4.012
H -2.480 2.353 5.722
H -4.742 1.728 4.764
H -4.273 0.682 6.123
H -3.921 0.055 3.149
H -5.084 -0.731 4.250
H -3.053 -2.019 3.993
Te -1.797 0.895 1.366
I -0.611 2.077 -3.005


Entry 9:
# C2

One molecule with the formula C2 at a nearly force-free geometry (ωB97M-V/def2-TZVPD, the Open Molecules 2025 dataset).

F_max: 0.000 hartree/bohr
energy relative to the best compared isomer or geometry (same formula, charge and spin): 0.0 kJ/mol
DFT total energy: -2064.7320 eV
charge: 0
Kohn-Sham gap: 0.253 hartree
E_LUMO: -4.73 eV

Element x y z (Å)
C 0.000 0.000 0.624
C 0.000 0.000 -0.624


Entry 10:
# C6H25NO5

A 6-piece molecular cluster, C6H25NO5 overall at a distorted geometry (ωB97M-V/def2-TZVPD, the Open Molecules 2025 dataset).

structure (SMILES): CCNCC(C)C.O.O.O.O.O
F_max: 0.052 hartree/bohr
energy relative to the best compared isomer or geometry (same formula, charge and spin): 145.1 kJ/mol
DFT total energy: -18354.7734 eV
charge: 0
Kohn-Sham gap: 0.359 hartree
E_LUMO: 0.44 eV

Element x y z (Å)
C -0.641 2.503 0.220
C -1.662 1.372 0.286
N -1.208 0.147 0.967
C -0.877 -1.012 0.114
C 0.576 -1.466 0.386
C 1.693 -0.490 0.022
C 0.757 -2.814 -0.320
H 0.083 2.422 -0.584
H -0.048 2.416 1.137
H -1.112 3.480 0.302
H -2.583 1.783 0.705
H -1.947 1.068 -0.731
H -1.989 -0.106 1.559
H -1.531 -1.879 0.129
H -0.846 -0.592 -0.896
H 0.668 -1.588 1.470
H 2.627 -0.817 0.488
H 1.847 -0.423 -1.052
H 1.525 0.450 0.540
H 0.021 -3.566 -0.043
H 1.762 -3.174 -0.108
H 0.686 -2.637 -1.398
O -2.377 -0.174 4.356
H -1.412 -0.143 4.425
H -2.630 0.603 3.854
O -0.223 -1.865 -3.338
H 0.546 -2.030 -2.772
H -0.178 -2.522 -4.040
O 2.676 1.989 -1.649
H 1.764 2.277 -1.688
H 3.139 2.101 -2.478
O 0.248 0.807 -2.903
H -0.283 0.006 -3.023
H -0.131 1.546 -3.382
O 0.250 0.554 3.485
H -0.061 0.486 2.558
H 0.870 1.288 3.404


Entry 11:
# CHClS

A 2-piece molecular cluster, CHClS overall (ωB97M-V/def2-TZVPD, the Open Molecules 2025 dataset).

F_max: 0.009 hartree/bohr
energy relative to the best compared isomer or geometry (same formula, charge and spin): 28.4 kJ/mol
DFT total energy: -24408.7152 eV
charge: 0
Kohn-Sham gap: 0.405 hartree
E_LUMO: -0.49 eV

Element x y z (Å)
C -1.054 -1.129 0.339
S -2.105 -0.053 0.057
Cl 2.140 0.807 0.045
H 1.020 0.375 -0.440